A) {
  "formula": "C3H8OS",
  "method": "wB97M-V/def2-TZVPD",
  "elements": ["C", "C", "O", "H", "H", "H", "H", "C", "S", "H", "H", "H", "H"],
  "positions_angstrom": [[0.0546, 2.5871, 0.5484], [1.2740, 2.8735, -0.2689], [1.2245, 3.0293, -1.4618], [-0.5226, 1.6922, 0.3153], [-0.6397, 3.4499, 0.5680], [0.2984, 2.6032, 1.6128], [2.2509, 3.0007, 0.2475], [-0.1444, -2.9633, -0.0943], [-1.7300, -3.9286, 0.1973], [-0.4803, -1.9546, 0.0410], [0.7168, -3.3023, 0.4867], [0.0623, -3.2633, -1.1303], [-2.3645, -3.8238, -1.0616]],
  "multiplicity": 1,
  "orbital_gap_ev": 9.79,
  "smiles": "CC=O.CS"
}

B) {
  "formula": "C3H8OS",
  "method": "wB97M-V/def2-TZVPD",
  "elements": ["C", "C", "O", "C", "S", "H", "H", "H", "H", "H", "H", "H", "H"],
  "positions_angstrom": [[-1.5960, -0.9920, -0.3135], [-1.0230, 0.1976, 0.4007], [-0.6772, 1.3678, -0.3918], [0.2989, -0.0037, 1.0289], [1.5262, -0.3106, -0.2639], [-1.9444, -1.8528, 0.3347], [-0.7626, -1.4651, -0.8611], [-2.4661, -0.7660, -1.2557], [-1.5523, 0.8655, 1.2662], [-0.4282, 0.7944, -1.1652], [0.7039, 0.9063, 1.5620], [0.2035, -0.7921, 1.7768], [1.1650, 1.1256, -0.9985]],
  "multiplicity": 1,
  "orbital_gap_ev": 9.70,
  "smiles": "C[C@H](O)CS"
}

Which of them is the most stable, and which is the least stable? A) and B), in that order.

A) {
  "formula": "C3H8OS",
  "method": "wB97M-V/def2-TZVPD",
  "elements": ["C", "C", "O", "H", "H", "H", "H", "C", "S", "H", "H", "H", "H"],
  "positions_angstrom": [[1.9840, -0.7586, 1.0622], [2.3752, 0.3984, 0.4900], [1.8022, 1.0060, -0.5744], [2.8076, -1.3919, 1.3875], [0.9971, -1.2060, 1.0866], [3.1277, 1.0096, 0.9650], [0.8469, 0.8605, -0.6720], [-1.9449, -0.4425, 0.8229], [-1.7469, -0.0705, -0.9266], [-0.9449, -0.3153, 1.2178], [-2.5315, 0.2747, 1.4066], [-2.3063, -1.4493, 1.0095], [-3.0277, 0.0906, -1.2235]],
  "multiplicity": 1,
  "orbital_gap_ev": 9.42,
  "smiles": "C=CO.CS"
}

B) {
  "formula": "C3H8OS",
  "method": "wB97M-V/def2-TZVPD",
  "elements": ["C", "O", "H", "H", "C", "C", "S", "H", "H", "H", "H", "H", "H"],
  "positions_angstrom": [[2.2811, 0.8568, -0.6394], [3.2785, 1.2473, -0.0591], [1.4460, 1.6270, -0.9927], [2.2443, -0.1708, -1.0435], [-0.6815, -2.1341, -0.3100], [-1.5601, -0.9014, -0.3359], [-1.5323, 0.5750, 0.7986], [-0.0840, -2.2421, -1.3246], [0.2214, -1.9512, 0.3887], [-1.0728, -3.0603, -0.0767], [-2.6589, -1.0635, -0.2932], [-1.5218, -0.3815, -1.3647], [-0.5220, 1.1364, 0.1136]],
  "multiplicity": 1,
  "orbital_gap_ev": 9.85,
  "smiles": "C=O.CCS"
}

C) {
  "formula": "C3H8OS",
  "method": "wB97M-V/def2-TZVPD",
  "elements": ["C", "O", "H", "H", "C", "S", "C", "H", "H", "H", "H", "H", "H"],
  "positions_angstrom": [[3.1820, -0.5375, 0.3158], [2.4626, -0.3134, 1.2534], [2.8544, -0.8713, -0.7318], [4.3379, -0.2558, 0.4191], [-0.9426, -0.8839, 0.5842], [-1.5295, -0.5060, -1.0742], [-2.0127, 1.2857, -0.8422], [-1.7383, -0.8445, 1.2761], [-0.0236, -0.1855, 0.7548], [-0.4420, -1.9284, 0.6471], [-1.1475, 1.8736, -1.1902], [-2.7236, 1.6104, -1.6163], [-2.2770, 1.5566, 0.2043]],
  "multiplicity": 1,
  "orbital_gap_ev": 9.02,
  "smiles": "C=O.CSC"
}

Which of them is the most stable, and which is the least stable? C) and B), in that order.

A) {
  "formula": "CH3N3S",
  "method": "wB97M-V/def2-TZVPD",
  "elements": ["C", "N", "N", "N", "S", "H", "H", "H"],
  "positions_angstrom": [[-0.1959, 0.0312, 1.6978], [0.5251, -0.0946, 0.7041], [-0.4866, -0.1310, -0.8456], [0.2699, -0.0289, -1.8266], [-1.9059, 0.1551, 2.0775], [0.5570, 0.2389, 2.4892], [1.3335, 0.0745, -1.5319], [-0.0971, -0.2452, -2.7645]],
  "multiplicity": 1,
  "orbital_gap_ev": [6.24, 6.24]
}

B) {
  "formula": "CH3N3S",
  "method": "wB97M-V/def2-TZVPD",
  "elements": ["C", "N", "N", "N", "S", "H", "H", "H"],
  "positions_angstrom": [[-0.1334, 0.0929, -0.5195], [0.8894, -0.5634, 0.2200], [2.0428, -0.8133, -0.1328], [2.1665, -0.2764, -1.6463], [0.7431, 0.3824, -2.0726], [-1.0014, -0.4157, -0.7923], [-0.2457, 1.1481, -0.1022], [0.7691, -0.6932, 1.1765]],
  "multiplicity": 1,
  "orbital_gap_ev": [7.68, 8.50],
  "smiles": "C1NN=NS1"
}

Which of them is the most stable, and which is the least stable? B) and A), in that order.

A) {
  "formula": "C32H40F24O16",
  "method": "wB97M-V/def2-TZVPD",
  "elements": ["C", "C", "O", "C", "O", "C", "F", "F", "F", "H", "H", "H", "H", "H", "C", "C", "O", "C", "O", "C", "F", "F", "F", "H", "H", "H", "H", "H", "C", "C", "O", "C", "O", "C", "F", "F", "F", "H", "H", "H", "H", "H", "C", "C", "O", "C", "O", "C", "F", "F", "F", "H", "H", "H", "H", "H", "C", "C", "O", "C", "O", "C", "F", "F", "F", "H", "H", "H", "H", "H", "C", "C", "O", "C", "O", "C", "F", "F", "F", "H", "H", "H", "H", "H", "C", "C", "O", "C", "O", "C", "F", "F", "F", "H", "H", "H", "H", "H", "C", "C", "O", "C", "O", "C", "F", "F", "F", "H", "H", "H", "H", "H"],
  "positions_angstrom": [[4.8163, -4.8476, 6.6170], [6.1073, -4.5204, 7.2324], [7.2944, -5.2067, 7.0095], [8.1853, -4.8735, 6.0401], [7.8758, -4.0591, 5.1280], [9.5593, -5.6354, 5.9440], [9.5074, -6.4020, 4.8559], [10.5472, -4.8110, 5.7456], [9.7513, -6.3815, 7.0672], [4.0807, -5.3720, 7.2269], [5.1174, -5.6117, 5.9004], [4.3087, -4.0271, 6.1099], [5.9102, -4.5809, 8.3027], [6.2091, -3.4390, 7.1413], [-8.9037, -2.2076, 0.1258], [-10.2030, -2.9454, -0.1098], [-10.3322, -3.9067, 1.0523], [-11.4685, -4.6376, 1.1635], [-12.5113, -4.3855, 0.5701], [-11.3765, -5.6859, 2.3333], [-10.3391, -5.4336, 3.0885], [-12.4242, -5.5288, 3.1049], [-11.3077, -6.9031, 1.7889], [-8.1994, -2.7697, 0.7390], [-9.0617, -1.1772, 0.4440], [-8.4885, -2.0067, -0.8618], [-10.0388, -3.5744, -0.9847], [-11.0580, -2.3143, -0.3526], [8.5529, 11.2739, 2.4749], [8.5096, 10.4696, 1.2434], [8.0842, 9.1197, 1.3325], [7.8132, 8.4009, 0.2710], [7.9946, 8.7020, -0.9160], [7.1669, 7.0493, 0.7277], [6.5223, 7.2423, 1.9022], [6.3121, 6.6274, -0.1878], [8.0851, 6.1236, 0.7635], [9.0158, 12.2297, 2.2292], [9.1583, 10.8966, 3.2991], [7.5649, 11.4845, 2.8843], [9.5098, 10.6027, 0.8311], [7.8927, 11.0012, 0.5189], [5.6258, -9.8236, 0.0421], [6.7410, -10.4434, -0.8545], [6.4983, -10.1331, -2.1769], [7.3993, -10.5961, -3.1696], [8.3079, -11.3936, -3.0418], [6.8498, -10.2744, -4.5893], [6.5873, -8.9770, -4.6201], [7.7215, -10.6747, -5.5346], [5.7110, -10.8114, -4.9367], [5.9396, -10.0310, 1.0651], [4.5968, -10.1519, -0.1045], [5.5020, -8.7590, -0.1565], [6.7679, -11.5239, -0.7127], [7.7144, -9.9783, -0.6988], [1.9318, -0.1970, 0.4128], [0.7405, 0.2890, 1.1615], [-0.1513, 1.0433, 0.2543], [-0.6482, 2.2643, 0.5874], [-0.5747, 2.7635, 1.6814], [-1.3579, 2.9968, -0.5103], [-1.2511, 2.4059, -1.6446], [-2.6776, 3.0980, -0.2943], [-0.7785, 4.1988, -0.5025], [1.5876, -0.8549, -0.3853], [2.6693, -0.7128, 1.0277], [2.5297, 0.5909, -0.0452], [1.1315, 0.9166, 1.9623], [0.1770, -0.5151, 1.6350], [-10.9391, 6.4950, -4.7951], [-11.3487, 6.8981, -3.3206], [-12.2696, 8.0150, -3.5403], [-13.0898, 8.3022, -2.5420], [-13.1931, 7.7771, -1.4451], [-13.8750, 9.6085, -2.8211], [-13.3479, 10.4758, -1.9012], [-13.7705, 10.0195, -4.0297], [-15.1462, 9.4593, -2.6804], [-10.4994, 7.2566, -5.4391], [-11.5854, 5.9309, -5.4674], [-10.2087, 5.6968, -4.6626], [-10.4965, 7.0601, -2.6606], [-12.0071, 6.1331, -2.9091], [2.5828, 11.2934, -7.1218], [4.0961, 10.8431, -7.2284], [4.7998, 11.2320, -8.4346], [5.6295, 12.2437, -8.3492], [5.7719, 12.9821, -7.4186], [6.2223, 12.5828, -9.7394], [7.0490, 11.5884, -10.0845], [5.2656, 12.5004, -10.6665], [6.9395, 13.7076, -9.8205], [2.1284, 11.0805, -8.0894], [2.3767, 12.3255, -6.8383], [2.1269, 10.7086, -6.3230], [4.0604, 9.7568, -7.3109], [4.5878, 11.2039, -6.3249], [-4.9495, -13.1755, 5.0815], [-3.6960, -12.2810, 5.2769], [-3.8719, -11.0586, 4.5379], [-2.8516, -10.2248, 4.3079], [-1.7118, -10.3456, 4.7362], [-3.3545, -8.7717, 4.0432], [-2.5894, -8.0857, 3.2344], [-4.6053, -8.7286, 3.5607], [-3.4115, -8.2375, 5.2295], [-5.7299, -12.6801, 5.6591], [-4.8253, -14.2222, 5.3589], [-5.1447, -13.2025, 4.0095], [-2.7555, -12.7379, 4.9691], [-3.3935, -12.1201, 6.3117]],
  "multiplicity": 1,
  "orbital_gap_ev": 11.53,
  "smiles": "CCOC(=O)C(F)(F)F.CCOC(=O)C(F)(F)F.CCOC(=O)C(F)(F)F.CCOC(=O)C(F)(F)F.CCOC(=O)C(F)(F)F.CCOC(=O)C(F)(F)F.CCOC(=O)C(F)(F)F.CCOC(=O)C(F)(F)F"
}

B) {
  "formula": "C32H40F24O16",
  "method": "wB97M-V/def2-TZVPD",
  "elements": ["C", "C", "O", "C", "O", "C", "F", "F", "F", "H", "H", "H", "H", "H", "C", "C", "O", "C", "O", "C", "F", "F", "F", "H", "H", "H", "H", "H", "C", "C", "O", "C", "O", "C", "F", "F", "F", "H", "H", "H", "H", "H", "C", "C", "O", "C", "O", "C", "F", "F", "F", "H", "H", "H", "H", "H", "C", "C", "O", "C", "O", "C", "F", "F", "F", "H", "H", "H", "H", "H", "C", "C", "O", "C", "O", "C", "F", "F", "F", "H", "H", "H", "H", "H", "C", "C", "O", "C", "O", "C", "F", "F", "F", "H", "H", "H", "H", "H", "C", "C", "O", "C", "O", "C", "F", "F", "F", "H", "H", "H", "H", "H"],
  "positions_angstrom": [[-24.2371, 6.3759, -5.1769], [-25.7216, 6.3845, -5.5192], [-25.8798, 7.3978, -6.5359], [-27.1058, 7.5682, -6.9985], [-28.0522, 6.8763, -6.7854], [-27.2476, 8.8357, -7.8539], [-26.1200, 9.5268, -7.9978], [-27.7175, 8.5294, -9.0688], [-28.1503, 9.6306, -7.2643], [-23.6171, 6.3678, -6.0772], [-24.0120, 5.4836, -4.5981], [-23.9705, 7.3258, -4.7132], [-26.2505, 6.7325, -4.6349], [-26.0763, 5.3962, -5.7959], [-17.6378, 11.5075, 5.4197], [-18.5770, 11.8267, 4.2776], [-19.4254, 10.7106, 3.9555], [-18.9116, 9.7197, 3.2701], [-17.7781, 9.6342, 2.8807], [-19.8534, 8.5233, 3.0724], [-21.0678, 8.7435, 3.5886], [-19.9921, 8.2689, 1.7630], [-19.3100, 7.4521, 3.6545], [-16.9295, 12.3306, 5.5350], [-17.0836, 10.5913, 5.2258], [-18.1442, 11.4289, 6.3825], [-18.0033, 12.1676, 3.4180], [-19.2965, 12.5830, 4.5772], [-21.0864, 14.1390, -9.1065], [-21.5969, 12.8017, -9.5679], [-22.2042, 12.1167, -8.4513], [-21.5521, 11.1042, -7.9164], [-20.5285, 10.6266, -8.3118], [-22.3189, 10.4841, -6.7192], [-21.5713, 10.5538, -5.6222], [-23.4825, 11.1048, -6.5269], [-22.5480, 9.1987, -6.9968], [-20.7291, 14.7401, -9.9432], [-20.2940, 14.0932, -8.3577], [-21.8885, 14.7022, -8.6216], [-20.8308, 12.1566, -9.9926], [-22.3913, 12.9218, -10.3020], [-18.6445, 6.0566, -0.8113], [-17.3099, 6.4577, -1.3801], [-16.7826, 7.6331, -0.7175], [-17.1414, 8.8032, -1.2024], [-17.9232, 9.0095, -2.0824], [-16.4828, 9.9747, -0.4227], [-17.4513, 10.7207, 0.1095], [-15.6609, 9.5668, 0.5390], [-15.7836, 10.7420, -1.2758], [-19.0867, 5.2804, -1.4329], [-19.3127, 6.9207, -0.8405], [-18.5693, 5.7601, 0.2333], [-17.3518, 6.6277, -2.4576], [-16.5015, 5.7411, -1.2326], [-24.4813, 15.9616, -1.1925], [-25.8365, 15.3978, -0.8258], [-25.6649, 14.1062, -0.2173], [-25.5383, 14.0743, 1.0948], [-25.6672, 14.9825, 1.8620], [-25.1486, 12.6639, 1.5954], [-23.9482, 12.7352, 2.1875], [-26.0407, 12.2149, 2.4729], [-25.0654, 11.7829, 0.5976], [-23.8843, 16.0309, -0.2798], [-24.5277, 16.8857, -1.7568], [-23.9365, 15.2151, -1.7809], [-26.4623, 15.2175, -1.6965], [-26.3526, 16.0779, -0.1503], [-24.9019, 9.7064, -2.1385], [-23.4175, 9.7456, -2.3695], [-22.7564, 10.0673, -1.1295], [-22.2990, 11.3005, -0.9840], [-22.6903, 12.2662, -1.5724], [-21.1221, 11.3919, 0.0057], [-19.9984, 11.2104, -0.6984], [-21.0883, 12.5947, 0.5670], [-21.1639, 10.4654, 0.9653], [-25.2356, 10.7056, -1.8366], [-25.1320, 9.1438, -1.2316], [-25.5061, 9.3277, -2.9573], [-23.0363, 10.3938, -3.1568], [-23.0454, 8.7523, -2.6343], [-21.2116, 14.2847, 3.7062], [-21.0801, 14.5235, 5.1884], [-19.6726, 14.6911, 5.4977], [-19.3734, 15.4051, 6.5630], [-20.1345, 15.8405, 7.3760], [-17.8520, 15.6551, 6.6643], [-17.1390, 14.7800, 5.9479], [-17.5641, 16.8915, 6.2527], [-17.4799, 15.5346, 7.9490], [-21.0438, 13.2546, 3.3876], [-20.6335, 14.9917, 3.1167], [-22.2574, 14.4481, 3.4222], [-21.5634, 13.7771, 5.8146], [-21.5395, 15.4871, 5.4236], [-32.0819, 6.3487, -1.5147], [-31.3377, 7.0668, -0.4120], [-30.1122, 7.6689, -0.8767], [-29.1308, 6.8763, -1.2387], [-29.1073, 5.6808, -1.1812], [-27.8962, 7.6304, -1.7796], [-26.8007, 7.1642, -1.1768], [-27.7807, 7.3551, -3.0835], [-27.9531, 8.9445, -1.5846], [-33.0375, 6.0249, -1.0865], [-31.5648, 5.4589, -1.8518], [-32.3550, 7.0439, -2.3070], [-31.1187, 6.3897, 0.4163], [-31.9061, 7.8915, 0.0077]],
  "multiplicity": 1,
  "orbital_gap_ev": 11.48,
  "smiles": "CCOC(=O)C(F)(F)F.CCOC(=O)C(F)(F)F.CCOC(=O)C(F)(F)F.CCOC(=O)C(F)(F)F.CCOC(=O)C(F)(F)F.CCOC(=O)C(F)(F)F.CCOC(=O)C(F)(F)F.CCOC(=O)C(F)(F)F"
}

Which of them is the most stable, and which is the least stable? B) and A), in that order.